118
Properties=species:S:1:pos:R:3:forces:R:3 method="wB97M-V/def2-TZVPD" charge=-2 spin_multiplicity=6 orbital_gap_ha="0.213 / 0.216"
Dy 1.710 -0.048 -0.293 -0.60 -0.66 0.41
O 5.050 2.290 1.230 -0.09 -0.19 0.28
C 4.304 1.807 0.389 0.21 0.16 0.07
O 3.491 0.836 0.544 0.19 0.06 0.44
C 4.377 2.406 -0.985 -0.26 0.23 -2.03
C 5.503 3.149 -1.268 -1.55 -0.26 -1.77
C 5.673 3.738 -2.526 -0.39 -0.13 -0.04
C 4.701 3.705 -3.523 0.70 0.37 -0.02
C 3.594 2.987 -3.255 -0.93 -1.76 -0.67
C 3.420 2.182 -2.089 -1.03 -0.70 1.52
O 2.427 1.345 -2.007 0.96 1.48 -0.37
N 2.608 2.814 -4.405 0.16 0.96 0.33
O 2.675 1.921 -5.213 0.72 -0.98 0.39
O 1.809 3.716 -4.529 -0.48 0.65 0.43
N 6.847 4.480 -2.764 0.47 1.98 -0.98
O 7.633 4.650 -1.871 1.06 -0.53 1.67
O 7.031 5.075 -3.832 -0.73 -0.68 -0.60
H 6.255 3.247 -0.564 1.18 0.21 1.38
H 4.846 4.221 -4.466 0.04 -0.08 0.17
O -0.895 -2.715 1.992 -0.54 0.21 -0.36
C 0.344 -3.113 2.486 0.68 -0.64 1.02
C 1.281 -1.897 2.519 -0.32 0.93 0.25
O 2.292 -1.906 3.175 1.30 -0.67 0.95
O 0.862 -0.929 1.820 -0.40 0.40 -1.05
C 1.032 -4.103 1.544 -0.63 -0.19 -0.26
C 2.391 -4.298 1.355 0.08 0.47 0.38
C 2.816 -5.132 0.333 -0.03 -0.63 1.08
C 1.898 -5.821 -0.424 1.21 -0.77 -1.59
C 0.569 -5.520 -0.350 -1.13 -0.36 0.07
C 0.143 -4.718 0.684 -1.03 0.59 -0.23
C 0.091 -3.660 3.886 -0.32 -0.33 1.12
C -1.108 -3.289 4.568 1.11 0.35 -0.20
C -1.345 -3.653 5.868 0.66 -1.13 0.70
C -0.453 -4.501 6.560 -0.80 1.14 -0.62
C 0.683 -4.900 5.918 0.24 -0.22 -1.10
C 0.963 -4.493 4.603 -0.05 -0.23 -0.16
H -0.690 -1.826 1.651 0.05 0.40 -0.22
H 3.089 -3.727 1.963 0.01 -0.15 -0.10
H 3.861 -5.337 0.208 0.40 0.09 -0.10
H 2.272 -6.548 -1.171 -0.29 0.59 0.33
H -0.147 -5.890 -1.086 0.19 -0.15 0.28
H -0.897 -4.381 0.815 0.49 -0.65 -0.41
H -1.801 -2.581 4.156 -0.08 -0.10 -0.62
H -2.237 -3.340 6.384 -0.21 0.21 -0.01
H -0.677 -4.735 7.575 -0.01 -0.42 0.61
H 1.364 -5.626 6.324 0.23 -0.04 0.53
H 1.883 -4.939 4.198 -0.49 0.65 -0.30
C 2.979 -2.878 -3.584 0.49 0.89 0.60
C 2.985 -1.773 -2.457 -0.20 0.35 -0.10
C 4.302 -1.004 -2.391 0.87 -0.15 -0.83
C 2.517 -2.218 -1.040 0.82 0.65 -0.50
H 3.622 -2.581 -4.441 -0.60 0.02 0.31
H 1.959 -3.116 -3.915 0.26 0.11 0.06
H 3.429 -3.775 -3.179 0.06 -0.44 0.17
H 2.321 -0.971 -2.809 -0.33 -0.32 -0.23
H 5.120 -1.658 -2.055 -0.08 0.21 0.20
H 4.249 -0.089 -1.776 0.12 -0.80 -0.03
H 4.594 -0.656 -3.410 -0.21 -0.13 0.49
H 3.384 -2.405 -0.352 -0.50 -0.02 -0.65
H 1.910 -3.101 -1.124 -0.38 -0.36 0.18
C -1.499 2.820 -0.712 -1.11 -0.28 -1.08
C -0.762 2.112 0.425 0.04 0.02 0.29
O -0.209 0.897 0.050 -0.27 0.73 -0.56
H -1.037 2.369 -1.614 -0.57 0.40 0.07
H -1.382 3.906 -0.775 0.23 -0.06 0.20
H -2.651 2.663 -0.708 1.77 -0.13 0.04
H -1.497 1.894 1.164 -0.80 0.04 1.14
H -0.080 2.850 0.917 0.13 -0.54 -0.40
H -0.305 -0.351 4.602 -0.91 0.25 -0.46
C -2.682 -0.098 5.937 -2.48 -1.12 -1.40
Si -1.688 0.289 4.403 0.61 -0.54 0.06
C -2.724 -0.200 2.899 1.13 -1.74 0.59
C -1.372 2.119 4.333 0.72 0.70 0.25
C -0.094 2.680 4.363 3.05 -1.44 -0.09
C 0.166 4.015 4.165 -0.95 1.51 -0.37
C -0.890 4.884 3.891 -0.57 -0.91 0.65
C -2.188 4.396 4.014 0.77 -0.72 -0.75
C -2.409 3.032 4.213 0.27 0.17 0.14
H -2.280 0.328 6.805 0.65 0.45 1.41
H -2.896 -1.193 6.064 0.60 0.87 0.00
H -3.727 0.309 5.795 0.97 -0.05 0.16
H -3.619 0.322 2.710 -1.03 1.05 0.04
H -3.004 -1.267 2.939 0.04 0.23 0.26
H -2.110 -0.168 2.022 0.50 0.40 -0.70
H 0.899 2.084 4.431 -2.14 0.38 0.06
H 1.136 4.482 4.163 0.49 -0.56 -0.02
H -0.732 5.902 3.593 0.16 0.39 0.04
H -2.988 5.021 3.722 -0.96 0.65 0.10
H -3.386 2.609 4.268 -0.89 0.18 -0.16
C -6.369 4.220 -2.391 -1.67 0.84 2.12
C -5.173 3.464 -2.731 1.41 -0.74 -0.81
S -5.447 1.730 -3.041 0.90 -0.27 -2.05
O -6.138 1.517 -4.302 -0.12 0.35 0.68
O -5.924 1.075 -1.861 -0.40 -0.03 0.70
C -3.748 1.250 -3.312 0.16 0.07 0.56
C -3.610 -0.252 -3.509 -1.25 1.01 0.07
N -2.245 -0.615 -3.601 0.83 -0.46 -0.02
C -1.517 -1.072 -2.565 1.09 -0.52 0.69
N -0.208 -0.890 -2.718 0.06 0.39 -0.17
C -0.059 -0.264 -3.909 -2.41 -0.28 -0.24
C -1.315 -0.118 -4.485 1.04 0.23 0.17
N -1.608 0.196 -5.823 -0.41 -0.45 0.16
O -2.804 0.112 -6.161 1.05 0.42 -0.29
O -0.657 0.448 -6.544 -0.69 0.23 -0.26
C -2.097 -1.661 -1.350 -0.94 1.84 1.22
H -6.128 5.327 -2.389 -0.62 -1.30 0.03
H -6.683 3.874 -1.369 0.07 0.78 -0.69
H -7.222 3.958 -3.030 0.32 0.45 -0.18
H -4.399 3.392 -1.967 -0.10 0.52 0.24
H -4.735 3.922 -3.615 0.34 -0.52 -0.30
H -3.183 1.597 -2.438 -0.03 -0.23 -0.11
H -3.378 1.765 -4.180 -0.02 0.41 -0.48
H -4.194 -0.545 -4.348 -0.13 -0.30 -0.88
H -4.075 -0.692 -2.668 -0.10 -0.85 1.04
H 0.801 0.104 -4.379 1.47 0.05 -0.17
H -2.988 -2.232 -1.553 -0.42 -0.12 -0.07
H -2.352 -0.766 -0.680 0.12 -1.20 -0.63
H -1.443 -2.270 -0.755 0.73 -0.19 -0.12